No. 1
Formula: C3H7CrO2
Source: OMol25
Level of theory: ωB97M-V/def2-TZVPD

Output
LUMO level (spin up / spin down) in eV: -0.70 / -0.59
Kohn-Sham gap (spin up / spin down) in eV: 6.03 / 7.18
ΔE to the lowest compared entry with this formula, charge and spin in kJ/mol: 262.3
Multiplicity: 6
E in eV: -35734.7929

The geometry in XYZ format:
```
13
Properties=species:S:1:pos:R:3:forces:R:3:lowdin_spin:R:1
O -0.8824 -1.4458 -0.5461 -0.2 0.4 2.9 0.0899
H 0.5464 0.8894 -2.3227 -0.3 0.3 0.4 0.0011
H 0.3993 0.9725 2.8167 0.3 0.0 -0.1 0.0000
C 0.0382 -0.4115 -0.7011 -1.0 -0.6 -2.8 0.0428
O -0.4172 0.0820 1.1800 -1.2 -1.4 -1.6 0.0142
H -1.0076 -1.0802 0.8511 2.1 1.8 -0.9 0.0032
H -1.1806 1.0960 -1.6025 0.1 -0.5 -0.5 0.0023
C 0.7093 0.6165 1.8261 -0.1 -0.8 0.6 0.0012
H 1.1278 1.4661 1.2598 -0.3 -0.2 0.0 0.0008
C -0.2914 0.4716 -1.7580 0.7 -0.2 1.1 0.0405
Cr -1.6333 -1.7782 -2.3459 0.3 0.6 0.2 4.8030
H 1.5049 -0.1388 1.9485 -0.1 0.2 0.1 0.0000
H 1.0865 -0.7395 -0.6059 -0.4 0.3 0.5 0.0009
```
Positions in Å, forces in eV/Å.



No. 2
Formula: C9H8N2O4Sc
Source: OMol25
Level of theory: ωB97M-V/def2-TZVPD

Output
Charge: +3
LUMO level (spin up / spin down) in eV: -15.30 / -15.30
Kohn-Sham gap (spin up / spin down) in eV: 5.60 / 5.61
ΔE to the lowest compared entry with this formula, charge and spin in kJ/mol: 87.3
Multiplicity: 1
E in eV: -41299.5280

The geometry in XYZ format:
```
24
Properties=species:S:1:pos:R:3:forces:R:3:lowdin_charge:R:1
C 1.1280 -2.0002 -2.3878 1.0 -2.5 -1.3 0.0221
O -3.1884 -0.5221 0.3246 3.9 4.0 1.5 0.2793
C 3.5840 2.9344 0.8881 -0.6 0.0 -1.3 0.1371
C -2.3884 0.2687 0.6034 -5.4 -4.5 -1.3 0.0498
H 3.6228 1.7993 4.1660 0.0 0.2 -0.2 0.1118
H 1.5479 1.5701 2.8960 0.3 0.2 0.0 0.1815
H 1.6353 3.6317 -1.6181 0.3 -0.1 0.1 0.1230
C 2.2493 2.7490 -1.3752 0.1 0.4 -0.7 0.0214
H 4.5092 3.3869 0.5727 0.1 0.0 0.0 0.1605
N 1.5111 2.1284 0.8725 -2.5 -1.1 0.3 -0.1063
Sc -0.4702 1.5455 0.7564 1.7 2.3 1.4 1.2472
H 3.2134 2.8341 -1.8995 -0.4 0.0 0.0 0.1315
O -0.8647 0.4455 -2.3611 1.2 2.8 5.4 0.2649
C 2.4842 2.6326 0.0750 1.5 0.4 0.7 -0.2522
C 3.9919 2.5631 3.4682 0.4 -0.2 0.3 0.0501
N 2.0285 2.0399 2.1358 -0.1 -0.1 0.6 0.0550
C -0.6556 0.9489 -1.3347 -1.3 -3.2 -7.6 0.0080
C 3.2633 2.5357 2.1886 0.0 -0.1 0.6 -0.1958
H 1.7247 1.8714 -1.7799 0.3 0.0 0.1 0.0702
O 1.5158 -2.9517 -2.8853 -1.0 2.5 1.3 0.1008
H 3.8853 3.5358 3.9724 0.1 -0.1 -0.3 0.1346
C 0.1237 -0.6103 0.7505 1.2 -7.2 -0.6 0.0238
H 5.0585 2.3741 3.2980 -0.2 0.2 0.0 0.1268
O 0.2690 -1.7546 0.6174 -0.6 5.9 0.8 0.2548
```
Positions in Å, forces in eV/Å.



No. 3
Formula: C3H6O2S
Source: OMol25
Level of theory: ωB97M-V/def2-TZVPD

Output
SMILES: O=C(O)CCS
LUMO level in eV: 0.61
Kohn-Sham gap in eV: 9.80
ΔE to the lowest compared entry with this formula, charge and spin in kJ/mol: 95.7
Multiplicity: 1
E in eV: -18137.9557

The geometry in XYZ format:
```
12
Properties=species:S:1:pos:R:3:forces:R:3:lowdin_charge:R:1
O -0.3940 -1.3635 1.5724 0.4 0.7 -0.2 0.0737
S 0.0715 2.5494 -0.6256 -0.4 0.5 0.5 0.6313
C 0.1531 -0.3049 -0.4410 2.1 -1.8 -2.3 -0.1812
C -0.7029 -1.3261 0.2306 -0.7 0.1 2.1 -0.5315
H -0.2046 -0.0815 -1.4794 0.0 -0.5 1.0 0.1203
H -0.6073 2.3173 -1.7868 0.4 -0.8 0.6 -0.1570
H 1.0554 -1.0386 -0.6333 -1.2 1.4 0.1 0.1710
O -1.4931 -2.0865 -0.2438 0.1 0.3 -0.6 0.1177
H -1.0070 -1.8695 2.1231 -0.1 -0.3 -0.6 0.1230
H 0.6273 1.1013 1.2349 -0.3 -0.2 0.0 0.0644
C 0.7257 0.9515 0.1664 0.2 1.6 -1.2 -0.4862
H 1.7761 1.1512 -0.1175 -0.4 -1.0 0.4 0.0544
```
Positions in Å, forces in eV/Å.



No. 4
Formula: C4H12NOS
Source: OMol25
Level of theory: ωB97M-V/def2-TZVPD

Output
Charge: -1
LUMO level in eV: 2.92
Kohn-Sham gap in eV: 5.21
ΔE to the lowest compared entry with this formula, charge and spin in kJ/mol: 179.2
Multiplicity: 1
E in eV: -18714.8976

The geometry in XYZ format:
```
19
Properties=species:S:1:pos:R:3:forces:R:3:lowdin_charge:R:1
C -0.2171 -0.7705 -0.2569 0.1 0.8 1.4 -0.3448
H -2.3711 0.2755 -2.0558 -0.2 -0.4 -0.4 0.0839
C 1.2601 -0.4073 0.0940 -0.2 -1.2 -0.9 -0.7842
H 1.4700 -0.6469 1.1259 -0.3 0.8 0.6 -0.0016
H -0.2293 -1.4567 -1.0973 0.0 0.1 0.0 0.0434
H -0.5143 1.1857 -0.1754 -0.3 0.0 0.0 0.0672
H 1.6379 0.5624 -0.2375 -0.7 0.4 0.4 0.0214
C -1.3566 0.6486 -1.9404 -2.0 0.9 1.4 -0.3042
H -1.5539 1.7295 -2.0992 0.7 -0.3 0.2 0.1014
O 0.6200 0.4686 7.0781 -0.6 -1.0 1.3 -0.0442
H 0.5697 -0.1912 -2.7792 -0.4 0.2 1.1 0.0513
C -0.4917 0.0577 -2.9776 2.7 -1.3 -2.5 -0.1505
H 0.9075 1.3549 6.9470 0.4 0.7 -0.7 0.0133
N -1.1034 0.4124 -0.4768 1.1 0.2 -1.0 -0.0903
H 0.6893 -0.0694 6.2973 0.2 0.2 -0.6 0.0308
S 2.3408 -1.5719 -0.7396 1.0 -0.9 -0.7 0.0882
H -0.2766 0.6085 -3.9067 -0.8 0.9 0.3 0.0622
H -0.7988 -0.8891 -3.4389 -0.6 -0.1 0.6 0.0691
H -0.5823 -1.3008 0.6391 -0.2 -0.1 -0.4 0.0878
```
Positions in Å, forces in eV/Å.



No. 5
Formula: CHCl2O2S
Source: OMol25
Level of theory: ωB97M-V/def2-TZVPD

Output
Charge: -1
LUMO level (spin up / spin down) in eV: 2.98 / 2.98
Kohn-Sham gap (spin up / spin down) in eV: 6.15 / 6.14
ΔE to the lowest compared entry with this formula, charge and spin in kJ/mol: 183.4
Multiplicity: 1
E in eV: -41027.6708

The geometry in XYZ format:
```
7
Properties=species:S:1:pos:R:3:forces:R:3:lowdin_charge:R:1
C -1.5510 1.4327 -0.8879 2.4 0.0 -3.4 -0.9311
S 1.3846 -1.3462 0.9358 0.1 0.5 0.9 0.6861
Cl -2.2431 -0.0536 -1.7072 -0.2 0.1 0.3 0.1990
H -1.9925 1.5127 0.0124 -2.0 -0.2 3.2 -0.1743
O 2.0006 -0.4735 1.9241 -0.1 -0.8 -0.7 -0.5156
O 2.2344 -1.9294 -0.0696 0.1 0.2 0.1 -0.4823
Cl 0.1670 0.8573 -0.2077 -0.1 0.3 -0.3 0.2181
```
Positions in Å, forces in eV/Å.